Entry 1:
Entry from the Open Molecules 2025 dataset: a 10-piece molecular cluster, C27H62N12O21 overall (ωB97M-V/def2-TZVPD).

Values from the calculation:
* Kohn-Sham gap: 0.251 Eh
* maximum force: 6.896 eV Å⁻¹
* E_LUMO: -1.818 eV
* HOMO level: -8.65 eV
* ΔE to the lowest compared entry with this formula, charge and spin: 137.4 kcal per mole

Geometry as XYZ:
```
122
C27H62N12O21 | the Open Molecules 2025 dataset | ωB97M-V/def2-TZVPD
C 4.74 3.52 1.02
C 4.29 2.36 -0.04
C 5.21 2.37 -1.36
C 4.87 1.22 -2.43
C 4.27 -0.10 -1.75
C 4.45 -1.45 -2.61
C 4.25 -2.69 -1.56
C 2.80 -3.36 -1.66
C 1.60 -2.44 -1.14
C 1.62 -2.13 0.44
C 0.11 -1.88 1.00
C -0.72 -0.81 0.15
C -2.10 -1.27 -0.58
N -2.56 0.11 -1.01
C -4.06 0.29 -0.99
C -4.57 0.79 -2.44
C -3.45 0.76 -3.59
O -5.09 2.17 -2.33
C -1.77 1.17 -0.36
N -1.57 2.44 -0.75
N -1.20 0.44 0.81
C -2.15 0.31 1.93
O -2.85 1.35 2.26
O -2.32 -0.86 2.68
H 4.65 4.57 0.59
H 3.99 3.41 1.90
H 5.79 3.26 1.40
H 3.20 2.56 -0.37
H 4.33 1.38 0.55
H 5.03 3.39 -1.89
H 6.34 2.34 -1.13
H 4.13 1.58 -3.23
H 5.82 0.91 -3.01
H 3.17 0.12 -1.49
H 4.86 -0.26 -0.77
H 5.45 -1.53 -3.16
H 3.59 -1.49 -3.39
H 5.11 -3.42 -1.76
H 4.37 -2.34 -0.46
H 2.59 -3.57 -2.78
H 2.86 -4.39 -1.15
H 0.61 -3.01 -1.34
H 1.54 -1.44 -1.69
H 2.20 -1.17 0.71
H 2.08 -2.96 1.08
H 0.19 -1.46 2.07
H -0.46 -2.88 1.11
H -0.12 -0.37 -0.74
H -2.85 -1.79 0.10
H -1.74 -1.83 -1.51
H -4.36 1.06 -0.18
H -4.56 -0.70 -0.67
H -5.45 0.14 -2.75
H -2.81 1.73 -3.58
H -4.00 0.76 -4.60
H -2.80 -0.20 -3.58
H -4.60 2.77 -2.96
H -1.77 3.28 -0.19
H -1.22 2.60 -1.71
C 6.74 -6.70 -3.92
N 6.12 -5.52 -3.27
O 6.82 -4.86 -2.51
O 4.95 -5.29 -3.54
H 7.78 -6.78 -3.59
H 6.17 -7.58 -3.62
H 6.69 -6.54 -5.00
C -3.56 0.62 5.51
N -3.67 0.39 6.97
O -4.79 0.25 7.44
O -2.62 0.35 7.60
H -4.56 0.64 5.08
H -3.07 1.59 5.36
H -2.97 -0.19 5.08
C 3.33 -10.05 -3.17
N 4.38 -9.03 -3.43
O 4.25 -8.33 -4.42
O 5.30 -8.97 -2.61
H 2.58 -9.99 -3.96
H 3.81 -11.03 -3.17
H 2.88 -9.83 -2.20
C -5.46 -2.66 6.34
N -5.92 -3.99 6.81
O -5.74 -4.26 7.98
O -6.43 -4.72 5.97
H -5.03 -2.12 7.18
H -4.72 -2.82 5.56
H -6.33 -2.13 5.95
C 0.46 -2.48 -5.11
N -0.15 -1.29 -4.45
O 0.55 -0.65 -3.69
O -1.32 -1.05 -4.73
H 1.49 -2.57 -4.78
H -0.12 -3.35 -4.82
H 0.41 -2.31 -6.19
C -3.26 4.41 2.88
N -2.19 5.41 2.64
O -2.28 6.12 1.64
O -1.29 5.46 3.47
H -3.99 4.48 2.07
H -2.80 3.43 2.90
H -3.73 4.65 3.84
C -0.08 7.97 4.56
N 0.55 9.29 4.28
O 1.66 9.48 4.75
O -0.09 10.08 3.60
H 0.59 7.37 5.16
H -1.01 8.16 5.09
H -0.27 7.49 3.60
C -6.18 3.42 -6.70
N -5.20 2.58 -5.96
O -4.97 1.46 -6.41
O -4.69 3.07 -4.96
H -6.54 2.86 -7.56
H -6.99 3.65 -6.02
H -5.66 4.32 -7.02
C 0.40 2.96 5.86
N -0.12 4.28 6.28
O 0.70 5.12 6.64
O -1.33 4.44 6.24
H 1.49 2.96 5.95
H -0.03 2.21 6.52
H 0.10 2.80 4.83
```

Mulliken population analysis, charges in e, atoms 1 to 6: atom 1 (C): -1.100, atom 2 (C): -0.052, atom 3 (C): -0.640, atom 4 (C): -0.630, atom 5 (C): -0.025, atom 6 (C): -0.197

=====

Entry 2:
Entry from the Open Molecules 2025 dataset: C27H63Br3Cl6O16P4 as an isolated structure (ωB97M-V/def2-TZVPD).

Values from the calculation:
* Kohn-Sham gap: 0.358 Eh
* maximum force: 5.186 eV Å⁻¹
* E_LUMO: -0.623 eV
* HOMO level: -10.36 eV

Geometry as XYZ:
```
119
C27H63Br3Cl6O16P4 | the Open Molecules 2025 dataset | ωB97M-V/def2-TZVPD
C -0.14 -21.79 -9.37
Br -1.55 -22.31 -10.54
Br 1.23 -23.25 -9.17
Br -0.93 -21.18 -7.57
H 0.44 -20.98 -9.81
C 6.89 -13.82 -11.13
C 6.39 -12.42 -11.61
O 5.98 -12.57 -12.94
P 4.45 -12.85 -13.41
O 3.45 -13.12 -12.33
O 4.08 -11.58 -14.35
C 3.57 -10.35 -13.81
C 4.32 -9.21 -14.37
O 4.66 -14.05 -14.48
C 5.66 -13.98 -15.47
C 5.18 -13.13 -16.70
H 7.68 -14.23 -11.77
H 7.20 -13.77 -10.09
H 6.06 -14.51 -11.27
H 5.63 -12.09 -10.90
H 7.15 -11.64 -11.60
H 2.59 -10.31 -14.29
H 3.57 -10.41 -12.72
H 4.39 -9.21 -15.45
H 3.90 -8.28 -13.99
H 5.38 -9.22 -14.10
H 6.57 -13.54 -15.07
H 5.89 -15.00 -15.78
H 5.23 -12.06 -16.53
H 5.79 -13.29 -17.59
H 4.16 -13.43 -16.95
C 10.19 -21.49 -16.74
C 9.22 -20.74 -15.76
O 9.30 -21.46 -14.64
P 9.75 -20.72 -13.26
O 9.90 -19.22 -13.25
O 8.61 -21.38 -12.28
C 7.48 -20.68 -11.83
C 6.60 -20.20 -13.05
O 11.14 -21.57 -12.97
C 11.26 -22.96 -13.10
C 11.01 -23.63 -11.71
H 11.25 -21.30 -16.57
H 9.99 -22.53 -17.02
H 10.00 -21.06 -17.72
H 9.36 -19.66 -15.76
H 8.23 -20.85 -16.19
H 6.98 -21.28 -11.07
H 7.84 -19.78 -11.33
H 7.13 -19.59 -13.79
H 6.27 -21.07 -13.61
H 5.69 -19.73 -12.69
H 10.82 -23.51 -13.93
H 12.29 -23.12 -13.42
H 11.57 -24.56 -11.76
H 11.36 -22.96 -10.92
H 9.95 -23.78 -11.50
C 0.87 -10.23 -3.72
C 0.98 -9.10 -4.71
O 0.34 -9.47 -5.95
P 0.47 -8.38 -7.20
O -0.38 -7.17 -7.08
O 2.05 -8.09 -7.36
C 2.60 -7.01 -8.08
C 4.10 -7.37 -8.37
O 0.15 -9.38 -8.47
C -1.04 -10.09 -8.75
C -1.98 -9.06 -9.34
H 1.29 -11.17 -4.06
H 1.46 -9.94 -2.84
H -0.16 -10.32 -3.40
H 0.49 -8.21 -4.32
H 2.04 -8.98 -4.97
H 2.14 -6.95 -9.07
H 2.44 -6.04 -7.60
H 4.37 -6.73 -9.21
H 4.73 -7.32 -7.48
H 4.12 -8.44 -8.57
H -0.68 -10.80 -9.50
H -1.45 -10.74 -7.97
H -2.52 -8.48 -8.59
H -1.58 -8.25 -9.94
H -2.67 -9.45 -10.09
C 0.32 -24.34 3.36
C -0.38 -22.99 3.08
O 0.55 -22.19 2.32
P 0.67 -20.62 2.64
O 1.00 -20.25 4.01
O 1.99 -20.25 1.60
C 2.68 -19.00 1.65
C 2.03 -18.12 0.58
O -0.64 -19.87 1.92
C -0.92 -19.82 0.54
C -2.00 -20.88 0.17
H 1.14 -24.15 4.05
H -0.25 -25.18 3.75
H 0.84 -24.67 2.46
H -1.16 -23.05 2.32
H -0.68 -22.41 3.96
H 2.81 -18.58 2.65
H 3.70 -19.27 1.37
H 1.20 -17.56 1.00
H 2.72 -17.35 0.23
H 1.79 -18.71 -0.31
H -1.39 -18.86 0.30
H 0.04 -20.01 0.06
H -2.94 -20.77 0.70
H -2.19 -20.74 -0.90
H -1.59 -21.88 0.29
C 2.17 -15.37 -6.74
Cl 2.72 -16.81 -7.55
Cl 3.53 -14.38 -6.14
Cl 1.02 -15.79 -5.45
H 1.59 -14.81 -7.48
C -3.52 -16.82 -11.85
Cl -4.58 -17.60 -10.62
Cl -2.04 -16.37 -11.03
Cl -4.41 -15.35 -12.48
H -3.25 -17.50 -12.66
```

Mulliken population analysis, charges in e, atoms 1 to 6: atom 1 (C): -0.321, atom 2 (Br): 0.024, atom 3 (Br): -0.039, atom 4 (Br): -0.018, atom 5 (H): 0.354, atom 6 (C): -1.057

=====

- Look up the maximum force of the first one.
  6.896 eV Å⁻¹

=====

- Which of these has the lowest HOMO level?
  C27H63Br3Cl6O16P4